{"formula": "CH5N3O", "method": "ωB97M-V/def2-TZVPD", "elements": ["C", "N", "O", "N", "N", "H", "H", "H", "H", "H"], "coordinates": [[1.481, 0.350, 0.123], [-1.967, -0.248, 0.171], [1.983, -0.887, 0.084], [-0.600, -0.534, -0.053], [0.137, 0.493, 0.240], [1.204, -1.481, 0.046], [-2.539, -0.879, -0.387], [-2.219, 0.691, -0.131], [2.138, 1.151, 0.421], [0.384, 1.344, -0.513]], "atomic_forces_ev_per_a": [[-0.3, -1.2, 1.1], [-0.7, 0.1, 0.2], [-0.2, 0.4, -0.2], [0.2, -0.1, 0.0], [1.4, 0.9, -1.4], [0.0, 0.1, -0.1], [0.5, 0.0, 0.1], [0.2, 0.1, 0.0], [-0.1, 0.1, -0.1], [-1.1, -0.3, 0.5]], "charge": 0, "de_lowest_kj_mol": 419.68, "spin_multiplicity": 1, "orbital_gap_ev": 7.92, "max_force_ev_per_a": 2.23}

{"formula": "C3H7NO", "method": "ωB97M-V/def2-TZVPD", "elements": ["C", "C", "C", "O", "N", "H", "H", "H", "H", "H", "H", "H"], "coordinates": [[1.139, -0.968, -0.796], [0.488, -0.235, 0.313], [-0.700, 0.392, 0.264], [-1.743, -0.237, -0.319], [-0.978, 1.607, 0.783], [1.566, -1.900, -0.444], [0.460, -1.161, -1.626], [1.979, -0.384, -1.181], [1.187, 0.117, 1.042], [-1.258, -1.106, -0.344], [-0.224, 2.097, 1.229], [-1.917, 1.777, 1.077]], "atomic_forces_ev_per_a": [[0.0, -0.6, -0.2], [0.6, 1.0, 0.5], [0.6, -0.2, 0.4], [0.7, -1.0, -0.5], [-0.3, 0.1, 0.1], [0.1, -0.4, -0.2], [0.0, -0.2, -0.1], [-0.1, 0.0, -0.1], [0.3, 0.5, 0.4], [-1.7, 0.4, -0.5], [-0.1, 0.1, 0.0], [-0.2, 0.2, 0.3]], "charge": 0, "smiles": "C/C=C(/N)O", "de_lowest_kj_mol": 165.74, "spin_multiplicity": 1, "orbital_gap_ev": 8.48, "max_force_ev_per_a": 1.79}

{"formula": "C8H8O2S", "method": "ωB97M-V/def2-TZVPD", "elements": ["C", "C", "C", "C", "C", "C", "C", "C", "H", "H", "H", "H", "H", "H", "H", "H", "O", "O", "S"], "coordinates": [[0.428, 3.917, -0.979], [0.417, 2.457, -0.674], [1.459, 1.665, -0.221], [1.222, 0.282, -0.203], [-0.108, 0.007, -0.301], [-0.874, -1.265, 0.056], [-0.426, -2.284, 0.775], [-1.308, -3.525, 0.901], [0.814, 4.079, -1.974], [1.039, 4.463, -0.277], [-0.610, 4.261, -0.965], [2.451, 2.159, -0.040], [2.062, -0.412, 0.027], [-1.904, -1.402, -0.250], [0.567, -2.404, 1.236], [-1.190, -5.248, 1.770], [-0.664, -4.493, 1.585], [-2.404, -3.660, 0.402], [-0.970, 1.403, -0.866]], "atomic_forces_ev_per_a": [[-0.9, -0.6, -0.2], [0.2, -1.9, 0.7], [1.2, 2.2, -1.2], [0.9, -0.4, 1.5], [-1.4, -1.8, -0.2], [0.9, 1.4, -0.6], [0.3, -1.6, 0.5], [-0.1, 0.7, -0.6], [0.2, 0.2, -0.4], [0.1, 0.2, 0.3], [0.3, 0.4, 0.1], [-0.9, -0.8, -0.2], [-1.1, 0.3, 0.0], [-0.1, 0.4, -0.4], [-0.5, 0.4, -0.3], [-1.2, -1.0, -0.1], [1.2, 1.4, 0.1], [0.6, 0.0, 0.6], [0.3, 0.5, 0.5]], "charge": 0, "smiles": "Cc1ccc(/C=C/C(=O)O)s1", "de_lowest_kj_mol": 86.09, "spin_multiplicity": 1, "orbital_gap_ev": 8.54, "max_force_ev_per_a": 2.74}

{"formula": "C27H33F3GaIO3P", "method": "ωB97M-V/def2-TZVPD", "elements": ["C", "C", "Ga", "I", "C", "C", "C", "P", "O", "O", "C", "C", "O", "C", "C", "H", "H", "H", "H", "H", "H", "H", "H", "H", "H", "H", "H", "H", "H", "H", "H", "H", "H", "F", "C", "C", "C", "C", "C", "C", "H", "H", "H", "H", "H", "F", "C", "C", "C", "C", "C", "C", "H", "H", "H", "H", "H", "F", "C", "C", "C", "C", "C", "C", "H", "H", "H", "H", "H"], "coordinates": [[6.070, 2.712, 4.148], [6.111, 2.433, 2.969], [6.021, 2.581, 0.958], [6.988, 0.350, -0.038], [4.137, 2.981, 0.303], [3.236, 1.768, 0.035], [3.300, 0.676, 1.092], [2.286, 1.035, 2.543], [2.748, 2.089, 3.420], [0.821, 1.412, 1.981], [-0.077, 0.305, 1.784], [-1.322, 0.835, 1.129], [2.079, -0.361, 3.338], [3.283, -1.148, 3.422], [3.169, -2.163, 4.524], [5.869, 2.969, 5.137], [6.989, 3.761, 0.469], [4.263, 3.491, -0.648], [3.653, 3.699, 0.949], [3.397, 1.368, -0.946], [2.206, 2.113, 0.028], [2.869, -0.228, 0.658], [4.304, 0.411, 1.394], [0.391, -0.399, 1.104], [-0.314, -0.190, 2.711], [-1.995, 0.007, 0.967], [-1.113, 1.250, 0.157], [-1.837, 1.528, 1.780], [3.443, -1.679, 2.495], [4.112, -0.485, 3.626], [2.529, -2.983, 4.233], [2.789, -1.726, 5.436], [4.158, -2.562, 4.695], [-3.852, -0.884, 2.099], [-4.139, -0.937, 3.415], [-3.179, -0.547, 4.327], [-3.479, -0.599, 5.679], [-4.725, -1.044, 6.101], [-5.675, -1.435, 5.167], [-5.385, -1.378, 3.812], [-2.212, -0.208, 3.979], [-2.739, -0.290, 6.404], [-4.954, -1.086, 7.157], [-6.644, -1.785, 5.494], [-6.114, -1.671, 3.068], [1.263, 0.833, -1.960], [1.051, 0.309, -3.178], [1.242, -1.044, -3.369], [1.017, -1.583, -4.628], [0.613, -0.766, -5.675], [0.432, 0.594, -5.463], [0.648, 1.139, -4.206], [1.564, -1.662, -2.541], [1.155, -2.643, -4.791], [0.440, -1.188, -6.653], [0.120, 1.232, -6.279], [0.506, 2.196, -4.017], [-1.980, -0.846, -7.184], [-3.140, -0.898, -6.500], [-4.224, -1.540, -7.063], [-5.414, -1.595, -6.352], [-5.505, -1.004, -5.099], [-4.402, -0.360, -4.553], [-3.207, -0.308, -5.254], [-4.133, -1.989, -8.043], [-6.271, -2.100, -6.776], [-6.435, -1.046, -4.548], [-4.472, 0.102, -3.578], [-2.333, 0.180, -4.843]], "atomic_forces_ev_per_a": [[-0.1, -0.4, -1.1], [0.1, 0.2, -0.3], [-0.1, 0.9, 0.4], [0.0, -0.2, -0.1], [0.6, -0.8, -0.4], [-0.3, 1.1, 0.9], [-0.8, -0.5, 0.0], [0.1, 0.3, -0.2], [0.5, 1.0, 0.6], [0.0, -1.2, 0.6], [-0.1, 0.8, -1.0], [-0.2, -0.5, 0.2], [-0.1, -0.2, -0.7], [-0.3, 0.0, 0.5], [0.0, 0.0, -0.1], [0.0, 0.2, 1.0], [0.1, -0.2, 0.0], [0.1, 0.2, -0.2], [-0.1, 0.1, 0.5], [0.5, -0.4, -0.4], [-0.4, 0.0, -0.2], [-0.1, -0.3, 0.0], [0.3, 0.1, 0.1], [0.2, -0.4, 0.0], [0.1, -0.1, 0.5], [-0.3, -0.3, -0.1], [0.2, 0.5, -0.2], [0.0, 0.4, 0.0], [0.1, 0.1, -0.5], [0.4, 0.2, -0.1], [-0.3, -0.3, 0.0], [0.0, 0.2, 0.3], [0.3, -0.2, 0.2], [-0.1, -0.1, 0.0], [0.0, 0.0, 0.2], [0.2, 0.1, -0.1], [-0.1, -0.1, 0.0], [0.0, 0.0, 0.1], [0.1, 0.0, 0.0], [-0.2, -0.1, -0.1], [0.0, 0.0, 0.0], [0.0, 0.0, 0.0], [0.0, 0.0, 0.0], [0.0, 0.0, 0.0], [0.0, 0.0, 0.0], [-0.1, -0.1, -0.1], [0.0, -0.1, -0.2], [0.0, -0.2, 0.1], [0.0, 0.2, 0.0], [0.1, -0.1, 0.0], [0.1, -0.1, 0.1], [-0.1, 0.2, 0.0], [0.0, 0.0, 0.0], [0.0, 0.0, 0.0], [0.0, 0.0, 0.0], [0.0, 0.0, 0.0], [0.0, 0.0, 0.0], [-0.1, 0.0, -0.1], [-0.2, 0.0, 0.2], [0.0, -0.1, -0.2], [0.1, 0.1, 0.1], [-0.1, 0.0, 0.0], [-0.1, -0.1, -0.1], [0.2, 0.1, 0.1], [0.0, 0.0, 0.0], [0.0, 0.0, 0.0], [0.0, 0.0, 0.0], [0.0, 0.0, 0.0], [0.0, 0.0, 0.0]], "charge": -1, "spin_multiplicity": 1, "orbital_gap_ev": 6.89, "max_force_ev_per_a": 1.40}

{"formula": "C5H7OP", "method": "ωB97M-V/def2-TZVPD", "elements": ["C", "C", "C", "C", "C", "O", "P", "H", "H", "H", "H", "H", "H", "H"], "coordinates": [[-0.199, 1.811, -0.930], [0.959, -0.653, -1.899], [-0.445, 0.302, 0.845], [-0.578, 1.683, 0.340], [0.241, -2.410, 0.217], [-1.084, 2.707, 1.072], [0.551, -0.613, -0.260], [0.026, 2.521, -1.711], [1.777, 0.177, -2.150], [-0.318, 0.003, 1.859], [0.223, -2.832, 1.182], [0.659, -3.100, -0.484], [-0.759, -2.268, -0.098], [-1.053, 2.674, 2.018]], "atomic_forces_ev_per_a": [[0.2, -0.9, -0.9], [1.1, 3.7, 0.4], [2.0, 0.0, -1.8], [0.5, -1.1, 0.0], [-0.1, 1.6, -1.3], [-0.4, 0.8, -1.2], [-1.0, -1.0, 1.7], [0.1, 0.0, 0.4], [-1.7, -1.5, 0.3], [-0.3, 0.1, 1.0], [0.3, 0.2, 1.4], [0.7, -0.2, -0.4], [-1.6, -0.9, -0.2], [0.3, -0.8, 0.6]], "charge": 0, "de_lowest_kj_mol": 784.78, "spin_multiplicity": 1, "orbital_gap_ev": [6.57, 6.59], "max_force_ev_per_a": 3.88}

{"formula": "C2H7N2O", "method": "ωB97M-V/def2-TZVPD", "elements": ["C", "C", "N", "N", "O", "H", "H", "H", "H", "H", "H", "H"], "coordinates": [[-0.071, 0.003, -0.063], [-1.489, 0.480, -0.226], [0.103, -1.142, 0.559], [1.006, 0.729, -0.442], [2.202, -0.002, -0.399], [-2.048, 0.112, 0.560], [-1.473, 1.491, -0.149], [-1.913, 0.159, -1.132], [-0.623, -1.707, 0.996], [0.952, -1.680, 0.600], [0.953, 1.621, -0.885], [2.401, -0.066, 0.580]], "atomic_forces_ev_per_a": [[0.2, 0.5, -0.1], [2.5, -1.2, -0.1], [0.2, -1.2, 0.3], [-1.4, -3.2, 1.1], [-0.3, 1.0, 1.2], [-1.2, -0.9, 1.7], [-0.3, 3.2, -0.1], [-0.4, -0.4, -1.4], [-0.5, 0.8, -0.5], [0.6, 0.5, -0.3], [0.4, 0.5, -0.5], [0.2, 0.4, -1.3]], "charge": 1, "smiles": "C/C(N)=[NH+]/O", "de_lowest_kj_mol": 205.99, "spin_multiplicity": 1, "orbital_gap_ev": 12.07, "max_force_ev_per_a": 3.65}

{"formula": "C5H10O2", "method": "ωB97M-V/def2-TZVPD", "elements": ["C", "C", "C", "O", "C", "C", "O", "H", "H", "H", "H", "H", "H", "H", "H", "H", "H"], "coordinates": [[0.260, 2.429, 0.120], [-0.359, 1.214, -0.536], [-0.002, -0.116, 0.399], [-0.937, -0.552, 1.371], [-0.020, -1.092, -0.708], [0.287, -2.771, 0.167], [1.087, -2.597, 1.056], [-0.032, 3.356, -0.380], [-0.064, 2.467, 1.162], [1.356, 2.370, 0.100], [-1.450, 1.307, -0.631], [-0.009, 1.219, -1.604], [0.968, 0.065, 0.901], [-0.981, -1.524, 1.241], [0.798, -0.862, -1.405], [-1.002, -1.027, -1.198], [0.100, -3.885, -0.054]], "atomic_forces_ev_per_a": [[-0.1, 0.3, 0.2], [0.0, -0.1, 1.1], [-0.1, 1.1, -1.5], [-0.4, 0.3, -0.3], [0.4, -3.2, 0.5], [2.0, 1.6, -0.7], [-0.8, -0.3, -0.4], [0.0, 0.0, 0.1], [0.1, 0.2, 0.0], [-0.2, 0.0, 0.0], [0.2, -0.1, 0.4], [0.0, -0.8, 1.0], [-0.4, -0.2, -0.5], [-0.2, 1.1, 0.5], [-0.2, -0.8, 0.1], [0.4, -0.5, 0.0], [-0.7, 1.5, -0.5]], "charge": 0, "de_lowest_kj_mol": 369.11, "spin_multiplicity": 1, "orbital_gap_ev": 9.88, "max_force_ev_per_a": 3.32}

{"formula": "C6H14O", "method": "ωB97M-V/def2-TZVPD", "elements": ["C", "C", "C", "C", "C", "O", "C", "H", "H", "H", "H", "H", "H", "H", "H", "H", "H", "H", "H", "H", "H"], "coordinates": [[-3.413, -0.102, -0.513], [-2.248, -0.336, 0.440], [-0.911, -0.108, -0.251], [0.277, -0.309, 0.670], [1.583, -0.015, -0.083], [2.571, 0.196, 0.838], [3.699, 0.567, 0.139], [-4.372, -0.262, -0.010], [-3.343, -0.782, -1.372], [-3.385, 0.925, -0.900], [-2.326, 0.338, 1.306], [-2.279, -1.360, 0.839], [-0.814, -0.780, -1.119], [-0.858, 0.917, -0.644], [0.250, -1.337, 1.102], [0.228, 0.376, 1.526], [1.831, -0.816, -0.803], [1.861, 1.059, -0.894], [4.067, -0.271, -0.482], [4.466, 0.802, 0.927], [3.116, 1.297, -0.716]], "atomic_forces_ev_per_a": [[0.0, 0.0, 0.0], [0.0, 0.0, 0.0], [-0.1, 0.1, -0.1], [0.2, 0.4, -0.4], [-0.1, 1.0, -1.1], [0.1, -0.5, 0.3], [0.0, 0.4, -0.7], [0.1, 0.0, -0.2], [-0.1, 0.1, 0.2], [-0.1, -0.2, 0.1], [0.0, -0.1, -0.2], [0.0, 0.2, -0.1], [-0.1, 0.1, 0.2], [-0.1, -0.1, 0.0], [0.4, 0.5, -0.5], [0.0, 0.0, -0.2], [0.0, 0.0, 0.2], [-2.4, -2.3, 1.7], [0.1, 0.2, 0.1], [-0.5, 0.6, -1.3], [2.9, -0.4, 1.8]], "charge": 0, "de_lowest_kj_mol": 265.94, "spin_multiplicity": 1, "orbital_gap_ev": 11.12, "max_force_ev_per_a": 3.72}